## w
C4H14N4 | ωB97M-V/def2-TZVPD

Each line ends with the Mulliken charge.
Positions of all 22 atoms, in Å:
H1 -0.22 -2.36 -1.52  0.25
N1 -0.72 -1.48 -1.48  -0.71
C1 -0.70 -0.91 -0.35  0.60
C2 0.00 -1.46 0.87  -1.20
N2 -1.42 0.28 -0.24  0.24
C3 -2.86 0.16 -0.20  -0.89
N3 -0.95 1.30 0.61  -0.84
H2 -0.72 -2.08 1.40  0.32
H3 0.85 -2.08 0.59  0.37
H4 0.35 -0.68 1.55  0.32
H5 -3.30 1.14 -0.38  0.28
H6 -3.17 -0.53 -0.98  0.38
H7 -3.21 -0.21 0.77  0.29
H8 -0.93 1.02 1.60  0.25
H9 -0.01 1.55 0.30  0.40
C4 2.81 0.82 0.07  -0.76
N4 1.66 1.13 -0.76  -0.49
H10 2.52 0.09 0.82  0.22
H11 3.12 1.73 0.57  0.31
H12 3.67 0.42 -0.49  0.31
H13 1.89 1.84 -1.45  0.20
H14 1.34 0.31 -1.27  0.16

Computed properties:
LUMO level: 0.9 eV

=====

## x
C4H14N4 | ωB97M-V/def2-TZVPD

Each line ends with the Mulliken charge.
Positions of all 22 atoms, in Å:
H1 0.25 2.36 -0.95  0.28
N1 -0.03 1.55 -1.51  -0.76
C1 0.39 0.44 -0.99  1.28
C2 0.16 -0.80 -1.83  -1.68
N2 1.72 0.43 -0.19  -0.14
N3 2.90 0.22 -0.98  -0.81
H2 -0.91 -0.92 -2.04  0.31
H3 0.67 -0.68 -2.79  0.38
H4 0.61 -1.68 -1.36  0.39
H5 2.12 0.65 0.72  0.21
H6 2.85 0.79 -1.83  0.28
H7 2.80 -0.76 -1.28  0.25
C3 -1.61 1.01 1.64  -1.05
N4 -0.82 -0.05 1.02  -0.07
C4 -1.34 -1.37 1.36  -1.08
H8 -2.68 0.92 1.38  0.33
H9 -1.54 0.95 2.72  0.35
H10 -1.26 1.99 1.32  0.29
H11 0.21 0.08 1.25  0.25
H12 -0.67 -2.15 0.99  0.32
H13 -1.47 -1.48 2.44  0.36
H14 -2.34 -1.52 0.92  0.31

Computed properties:
LUMO level: 0.9 eV

=====

The most stable arrangement is w, and the next structure is 1.716 eV less stable.

=====

## w
C7H10Br2O | ωB97M-V/def2-TZVPD

Each line ends with the Mulliken charge.
Positions of all 20 atoms, in Å:
C1 -1.88 0.64 0.68  -1.24
C2 -0.91 -0.30 0.56  0.45
C3 -1.06 -1.70 1.06  -1.19
C4 0.21 -0.12 -0.43  0.08
C5 -0.32 0.48 -1.66  -1.20
Br1 0.80 -0.22 -3.25  -0.24
C6 1.36 0.75 0.12  0.40
O1 1.02 2.03 0.25  -0.54
C7 2.62 0.30 0.38  -0.78
Br2 3.30 -1.36 -0.12  -0.14
H1 -2.77 0.53 1.32  0.31
H2 -1.94 1.50 0.09  0.33
H3 -1.34 -2.45 0.22  0.26
H4 -1.80 -1.71 1.93  0.38
H5 -0.02 -2.05 1.33  0.30
H6 0.54 -1.07 -0.60  0.98
H7 -0.12 1.50 -1.63  0.49
H8 -1.39 0.10 -1.86  0.48
H9 0.38 2.10 0.95  0.39
H10 3.31 1.04 0.66  0.49

Computed properties:
LUMO level: 0.6 eV

=====

## x
C7H10Br2O | ωB97M-V/def2-TZVPD

Each line ends with the Mulliken charge.
Positions of all 20 atoms, in Å:
C1 0.74 0.25 -2.25  -1.62
C2 -0.22 -0.04 -1.10  1.02
C3 -0.97 1.11 -0.56  -1.33
C4 -0.31 -1.27 -0.59  -0.25
Br1 1.02 -2.60 -1.22  -0.15
C5 -1.07 -1.87 0.64  0.05
C6 -0.15 -1.88 1.93  -1.32
C7 -2.42 -1.33 1.29  0.19
O1 -2.93 -0.31 1.18  -0.41
Br2 -3.17 -2.55 2.57  -0.15
H1 1.80 -0.03 -1.83  0.38
H2 0.77 1.31 -2.53  0.35
H3 0.29 -0.27 -3.06  0.40
H4 -1.85 1.35 -1.08  0.32
H5 -0.33 1.97 -0.47  0.38
H6 -1.48 0.95 0.40  0.34
H7 -1.31 -2.87 0.32  0.55
H8 0.84 -1.52 1.60  0.42
H9 0.00 -2.93 2.17  0.30
H10 -0.62 -1.18 2.52  0.53

Computed properties:
LUMO level: 0.6 eV

=====

The most stable arrangement is x, and the next structure is 0.423 eV less stable.

=====

## w
C20H23N3O5S | ωB97M-V/def2-TZVPD

Each line ends with the Mulliken charge.
Positions of all 52 atoms, in Å:
C1 -3.33 0.43 3.99  -1.73
C2 -2.22 0.82 3.06  0.50
C3 -1.92 2.16 2.86  -0.69
C4 -0.90 2.54 1.99  0.74
C5 -0.59 3.99 1.78  -1.97
C6 -0.19 1.56 1.31  -0.22
C7 -0.50 0.21 1.49  -0.34
N1 0.22 -0.73 0.74  0.18
C8 0.27 -2.12 1.13  -0.30
C9 1.52 -2.83 0.60  0.17
O1 1.54 -4.04 0.52  -0.68
N2 2.58 -2.04 0.36  -0.10
C10 3.71 -2.53 -0.42  -1.24
C11 3.58 -2.12 -1.85  0.63
C12 3.90 -0.95 -2.48  -0.43
C13 3.44 -1.09 -3.81  -0.44
C14 2.88 -2.33 -3.88  -0.53
O2 2.97 -2.95 -2.70  -0.34
S1 0.38 -0.39 -0.90  1.67
O3 0.37 -1.63 -1.61  -0.69
O4 1.50 0.49 -1.08  -0.65
C15 -1.09 0.51 -1.30  1.17
C16 -2.42 0.00 -1.27  -0.19
C17 -2.84 -1.36 -0.87  -1.06
N3 -3.25 0.92 -1.66  -0.81
O5 -2.53 2.03 -1.96  -0.16
C18 -1.23 1.80 -1.76  -0.04
C19 -0.25 2.86 -2.04  -1.35
C20 -1.51 -0.15 2.37  -0.49
H1 -3.40 1.12 4.82  0.41
H2 -4.28 0.44 3.46  0.32
H3 -3.18 -0.58 4.38  0.38
H4 -2.48 2.92 3.38  0.45
H5 0.35 4.11 1.25  0.36
H6 -0.53 4.51 2.73  0.51
H7 -1.39 4.46 1.20  0.34
H8 0.61 1.82 0.65  0.94
H9 0.31 -2.17 2.22  0.62
H10 -0.59 -2.69 0.78  0.19
H11 2.43 -1.04 0.31  0.45
H12 3.69 -3.62 -0.34  0.43
H13 4.63 -2.13 0.02  0.39
H14 4.39 -0.10 -2.05  0.50
H15 3.52 -0.37 -4.60  0.45
H16 2.41 -2.86 -4.69  0.49
H17 -2.11 -2.08 -1.24  0.25
H18 -2.88 -1.43 0.21  0.12
H19 -3.82 -1.58 -1.27  0.48
H20 0.75 2.46 -1.93  0.24
H21 -0.39 3.69 -1.35  0.22
H22 -0.39 3.24 -3.05  0.48
H23 -1.75 -1.19 2.53  0.35

Computed properties:
LUMO level: 0.6 eV

=====

## x
C20H23N3O5S | ωB97M-V/def2-TZVPD

Each line ends with the Mulliken charge.
Positions of all 52 atoms, in Å:
C1 -0.81 3.19 1.92  -0.99
H1 -0.08 2.73 2.60  0.33
O1 -0.81 2.45 0.67  -0.54
C2 0.22 2.01 -0.02  0.37
C3 1.47 2.31 0.17  0.41
C4 2.47 2.00 -0.40  -0.56
C5 2.25 1.12 -1.36  0.02
C6 1.05 0.83 -1.98  -0.84
C7 -0.07 1.22 -1.20  -0.16
N1 -1.29 0.75 -1.37  0.29
C8 -1.86 0.24 -2.37  0.71
O2 -1.24 -0.24 -3.43  -0.72
C9 -3.26 -0.50 -2.40  -0.40
C10 -4.13 0.51 -1.24  -0.71
N2 -3.67 0.27 -0.04  -0.43
S1 -3.57 -1.31 0.87  1.11
O3 -4.15 -2.39 -0.03  -0.67
O4 -3.93 -1.20 2.20  -0.62
C11 -1.63 -1.40 0.59  -0.03
C12 -1.20 -2.22 -0.24  -0.11
C13 0.17 -2.34 -0.57  -1.53
C14 0.87 -1.55 0.59  -0.28
C15 0.39 -0.81 1.54  2.12
C16 -1.03 -0.79 1.76  -1.62
H2 -1.46 -0.11 2.13  0.90
C17 1.55 -0.31 2.35  -2.76
H3 1.36 0.56 2.44  0.74
H4 1.46 -0.60 3.33  0.50
C18 2.69 -0.74 1.74  -0.77
N3 2.41 -1.58 0.57  0.30
C19 3.26 -1.96 -0.46  1.04
O5 2.86 -2.79 -1.46  -0.71
C20 4.73 -1.68 -0.15  -1.54
H5 5.28 -2.31 -0.97  0.30
H6 4.81 -0.71 -0.19  0.47
H7 5.07 -1.89 0.84  0.39
H8 3.47 -1.25 2.11  1.06
H9 3.28 0.21 1.53  0.27
H10 0.65 -2.86 -1.25  0.93
H11 -1.92 -2.67 -0.94  0.43
H12 -4.10 0.76 0.90  0.32
H13 -4.31 1.57 -1.27  0.43
H14 -5.27 -0.01 -1.34  0.24
H15 -3.38 -1.53 -2.03  0.20
H16 -3.81 -0.13 -3.35  0.36
H17 -1.83 0.97 -0.63  0.14
H18 1.00 0.05 -2.66  0.61
H19 3.32 0.79 -2.09  0.13
H20 3.54 2.54 -0.30  0.21
H21 1.47 3.22 1.21  -0.03
H22 -1.85 3.35 2.17  0.28
H23 -0.44 4.22 1.52  0.39

Computed properties:
LUMO level: -0.3 eV

=====

The most stable arrangement is w, and the next structure is 15.316 eV less stable.

=====

## w
C2H3N2O2S | ωB97M-V/def2-TZVPD

Each line ends with the Mulliken charge.
Positions of all 10 atoms, in Å:
C1 0.34 0.91 -0.93  0.38
C2 -1.95 -1.59 0.38  0.02
N1 -0.20 -0.09 -0.71  -0.55
N2 -2.90 -2.21 0.31  0.48
O1 -3.97 -2.83 0.34  -0.68
O2 0.94 1.94 -1.10  -0.78
S1 3.44 1.95 0.64  -0.35
H1 2.92 0.91 1.37  0.13
H2 -1.17 -1.10 -0.07  0.12
H3 2.55 2.12 -0.25  0.22

Computed properties:
Charge: -1
LUMO level: 3.3 eV

=====

## x
C2H3N2O2S | ωB97M-V/def2-TZVPD

Each line ends with the Mulliken charge.
Positions of all 10 atoms, in Å:
C1 0.29 -1.76 0.04  0.40
C2 1.28 0.41 -0.18  -0.48
N1 -0.24 -2.75 0.47  -0.69
N2 0.57 -0.69 -0.66  -0.62
O1 -1.47 1.44 1.09  -0.47
O2 -2.61 0.96 -0.96  -0.45
S1 -2.12 0.38 0.28  0.70
H1 1.50 0.77 -1.17  0.29
H2 0.65 1.05 0.48  0.11
H3 2.14 0.20 0.61  0.20

Computed properties:
Charge: -1
LUMO level (spin up / spin down): 2.8 / 2.8 eV

=====

## y
C2H3N2O2S | ωB97M-V/def2-TZVPD

Each line ends with the Mulliken charge.
Positions of all 10 atoms, in Å:
C1 -0.64 0.05 1.69  0.51
C2 -0.93 -0.69 0.55  -0.53
N1 -0.43 0.48 2.75  -0.54
N2 -1.25 -0.09 -0.64  -0.55
O1 2.70 -0.49 -1.01  -0.57
O2 0.88 1.24 -1.30  -0.59
S1 1.84 0.57 -0.39  0.33
H1 -0.27 -1.50 0.55  0.31
H2 -0.94 -0.58 -1.46  0.30
H3 -0.95 1.01 -0.75  0.33

Computed properties:
Charge: -1
LUMO level (spin up / spin down): 4.1 / 3.5 eV

=====

The most stable arrangement is x, and the next structure is 0.252 eV less stable.

=====

## w
C2H3N3OS | ωB97M-V/def2-TZVPD

Each line ends with the Mulliken charge.
Positions of all 10 atoms, in Å:
C1 1.04 0.34 0.02  0.27
C2 -0.84 1.21 -0.15  -0.16
H1 2.72 -1.49 1.59  0.13
H2 -1.57 1.96 -0.46  0.38
H3 -1.85 -1.83 -0.85  0.44
N1 0.54 1.59 0.15  -0.48
N2 -1.01 -0.07 -0.04  0.88
N3 0.16 -0.66 -0.11  -0.67
O1 -2.09 -0.83 0.04  -0.59
S1 2.89 -0.22 -0.20  -0.20

Computed properties:
LUMO level: -1.7 eV

=====

## x
C2H3N3OS | ωB97M-V/def2-TZVPD

Each line ends with the Mulliken charge.
Positions of all 10 atoms, in Å:
C1 0.46 -1.20 -0.99  -0.63
N1 0.14 -0.06 -0.14  -0.46
N2 -0.54 -0.19 0.86  0.86
O1 -0.92 -1.19 1.51  -0.62
S1 -1.23 1.45 1.40  -0.02
C2 -0.09 2.44 0.67  0.40
N3 0.62 3.26 0.30  -0.32
H1 1.13 -1.79 -0.40  0.27
H2 -0.57 -1.67 -1.22  0.25
H3 0.99 -1.04 -1.99  0.26

Computed properties:
LUMO level: -0.9 eV

=====

The most stable arrangement is x, and the next structure is 3.732 eV less stable.

=====

## w
C2H12O3S | ωB97M-V/def2-TZVPD

Each line ends with the Mulliken charge.
Positions of all 18 atoms, in Å:
C1 3.60 -3.99 1.86  -0.77
S1 3.12 -3.09 0.38  -0.08
C2 2.15 -1.73 1.09  -0.85
H1 3.12 -3.64 2.78  0.27
H2 4.67 -3.86 2.03  0.27
H3 3.43 -5.05 1.68  0.28
H4 2.96 -1.30 1.70  0.28
H5 2.01 -0.98 0.31  0.29
H6 1.33 -1.93 1.77  0.31
O1 -5.42 0.07 1.35  -0.64
H7 -5.48 0.50 0.49  0.32
H8 -6.25 -0.29 1.61  0.32
O2 -1.88 5.90 -3.26  -0.63
H9 -2.55 5.26 -2.99  0.35
H10 -1.61 5.71 -4.16  0.30
O3 -2.71 4.23 -1.44  -0.63
H11 -2.14 3.47 -1.36  0.31
H12 -3.35 4.27 -0.71  0.31

Computed properties:
LUMO level: 0.4 eV

=====

## x
C2H12O3S | ωB97M-V/def2-TZVPD

Each line ends with the Mulliken charge.
Positions of all 18 atoms, in Å:
C1 -0.57 -1.93 1.65  -0.76
S1 0.29 -0.31 0.63  -0.18
C2 0.31 -1.74 -1.07  -1.09
H1 -1.42 -2.14 1.10  0.28
H2 0.22 -2.72 1.55  0.30
H3 -0.74 -1.54 2.66  0.32
H4 0.76 -1.17 -1.85  0.44
H5 -0.81 -1.95 -1.22  0.40
H6 0.85 -2.48 -0.63  0.38
O1 -1.20 0.29 -2.21  -0.64
H7 -1.29 1.26 -2.25  0.35
H8 -0.71 0.06 -1.39  0.23
O2 1.14 2.49 1.58  -0.60
H9 0.89 1.58 1.41  0.23
H10 2.00 2.36 2.01  0.33
O3 -0.06 2.77 -1.00  -0.63
H11 0.15 3.25 -0.17  0.35
H12 0.18 1.91 -0.77  0.29

Computed properties:
LUMO level: -0.2 eV

=====

The most stable arrangement is w, and the next structure is 1.328 eV less stable.

=====

## w
C3H7N3S | ωB97M-V/def2-TZVPD

Each line ends with the Mulliken charge.
Positions of all 14 atoms, in Å:
C1 -2.29 -2.08 -0.27  -0.41
N1 -1.39 -1.27 0.13  -0.22
N2 -0.79 -0.65 -0.95  -0.54
C2 0.18 0.17 -0.73  0.24
N3 0.82 0.72 0.35  -0.02
C3 1.84 1.73 0.13  -0.83
S1 0.49 0.29 1.97  -0.19
H1 -2.76 -2.71 0.50  0.25
H2 -2.49 -2.17 -1.33  0.31
H3 0.65 0.57 -1.66  0.16
H4 2.82 1.39 0.56  0.27
H5 1.88 1.96 -0.94  0.32
H6 1.51 2.67 0.64  0.29
H7 -0.46 -0.62 1.60  0.37

Computed properties:
LUMO level: 0.9 eV

=====

## x
C3H7N3S | ωB97M-V/def2-TZVPD

Each line ends with the Mulliken charge.
Positions of all 14 atoms, in Å:
C1 -0.60 0.85 1.64  -0.83
N1 -1.13 -0.16 0.75  -0.59
C2 -0.56 -0.40 -0.38  0.69
N2 -1.06 -1.32 -1.28  -0.49
C3 0.73 0.16 -0.91  -0.04
N3 1.79 -0.11 -0.16  -0.31
S1 0.85 1.01 -2.33  -0.33
H1 -0.06 0.41 2.49  0.28
H2 0.05 1.60 1.19  0.35
H3 -1.50 1.35 2.06  0.29
H4 -1.98 -1.68 -1.02  0.29
H5 -0.95 -1.06 -2.24  0.24
H6 2.73 0.04 -0.47  0.20
H7 1.71 -0.68 0.67  0.25

Computed properties:
LUMO level: 0.4 eV

=====

## y
C3H7N3S | ωB97M-V/def2-TZVPD

Each line ends with the Mulliken charge.
Positions of all 14 atoms, in Å:
C1 0.88 -2.02 0.47  -0.84
C2 1.14 -0.87 -0.29  -0.01
N1 0.13 0.06 -0.51  0.17
N2 0.80 1.30 -0.12  -0.79
C3 -1.35 0.14 -0.11  0.08
N3 -1.78 1.40 0.35  -0.35
S1 -2.31 -1.20 -0.28  -0.34
H1 1.58 -2.78 0.29  0.31
H2 -0.13 -2.32 0.68  0.22
H3 2.09 -0.54 -0.71  0.43
H4 1.53 1.39 0.61  0.26
H5 1.17 1.77 -0.97  0.24
H6 -0.98 2.01 -0.04  0.36
H7 -2.76 1.68 0.62  0.25

Computed properties:
LUMO level: 0.7 eV

=====

The most stable arrangement is x, and the next structure is 2.515 eV less stable.

=====

## w
C3H7N3S | ωB97M-V/def2-TZVPD

Each line ends with the Mulliken charge.
Positions of all 14 atoms, in Å:
C1 1.65 -0.03 -0.23  0.54
C2 0.70 -0.32 0.95  -0.45
C3 -2.95 0.00 -0.61  -0.25
H1 0.43 -1.69 -1.12  0.20
H2 2.00 -1.53 -1.86  0.20
H3 2.68 1.47 0.26  0.25
H4 0.33 -1.46 0.80  0.23
H5 1.18 -0.29 2.23  0.30
H6 -3.33 0.99 -0.55  0.21
H7 -3.64 -0.63 -1.05  0.29
N1 1.43 -1.32 -1.10  -0.50
N2 2.66 0.75 -0.44  -0.68
N3 -1.87 -0.41 0.02  -0.33
S1 -0.72 0.75 0.71  0.01

Computed properties:
LUMO level: 0.6 eV

=====

## x
C3H7N3S | ωB97M-V/def2-TZVPD

Each line ends with the Mulliken charge.
Positions of all 14 atoms, in Å:
C1 -1.21 -1.86 -1.54  -0.38
N1 -0.98 -1.49 -0.30  -0.39
N2 0.19 -1.71 0.20  -0.04
C2 1.22 -0.99 0.37  -0.23
C3 1.33 0.56 0.07  -0.49
S1 1.05 1.38 1.68  -0.02
N3 -0.59 1.75 1.66  -0.47
H1 -0.41 -1.89 -2.26  0.26
H2 -2.21 -1.88 -1.91  0.28
H3 1.86 -1.26 1.15  0.42
H4 2.41 0.66 -0.39  0.27
H5 0.55 0.92 -0.58  0.31
H6 -1.32 1.08 1.92  0.24
H7 -0.93 2.39 1.02  0.24

Computed properties:
LUMO level: 0.9 eV

=====

The most stable arrangement is x, and the next structure is 0.288 eV less stable.

=====

## w
C3H7N3S | ωB97M-V/def2-TZVPD

Each line ends with the Mulliken charge.
Positions of all 14 atoms, in Å:
H1 2.20 0.99 0.53  0.28
N1 1.72 1.64 -0.11  -0.67
C1 0.69 1.11 -0.63  0.07
N2 0.19 -0.22 -0.52  -0.22
C2 0.97 -1.32 -0.07  0.11
N3 2.22 -1.49 -0.08  -0.65
H2 2.73 -0.71 -0.51  0.28
S1 -1.45 -0.47 -0.88  -0.06
C3 -2.27 0.14 0.60  -0.75
H3 0.01 1.70 -1.27  0.40
H4 0.33 -2.13 0.30  0.36
H5 -2.19 1.23 0.69  0.26
H6 -3.33 -0.14 0.48  0.32
H7 -1.84 -0.33 1.49  0.26

Computed properties:
LUMO level: 0.6 eV

=====

## x
C3H7N3S | ωB97M-V/def2-TZVPD

Each line ends with the Mulliken charge.
Positions of all 14 atoms, in Å:
C1 1.10 -0.20 -1.56  -1.03
C2 0.04 -0.09 -0.55  0.47
N1 -1.13 0.34 -0.86  -0.23
N2 -2.05 0.39 0.10  -0.51
N3 0.47 -0.59 0.64  -0.13
C3 0.47 -0.10 1.83  -0.05
S1 -0.07 1.48 2.04  -0.46
H1 0.77 0.05 -2.65  0.31
H2 1.52 -1.28 -1.62  0.25
H3 1.86 0.54 -1.42  0.27
H4 -2.83 1.08 -0.16  0.29
H5 -1.53 0.77 0.89  0.15
H6 0.50 -1.66 0.75  0.28
H7 0.87 -0.73 2.57  0.38

Computed properties:
LUMO level: 0.5 eV

=====

The most stable arrangement is w, and the next structure is 1.087 eV less stable.